w:
A 2-piece molecular cluster, C2H4OS overall. Source: the OMol25 dataset; level of theory: ωB97M-V with the def2-TZVPD basis set.

Last columns: bonded neighbours and bond lengths (Å).
Atoms and positions in Å:
1 C -1.6433 0.3612 -0.2214  O3 1.212, H5 1.080, H7 1.126
2 C 1.6203 -1.1891 0.0747  S4 1.641, H6 1.122
3 O -2.8296 0.2859 0.0175  C1 1.212
4 S 1.9393 0.4166 0.1808  C2 1.641, H8 1.251
5 H -1.0375 0.9171 0.4782  C1 1.080
6 H 0.9505 -1.2932 -0.8192  C2 1.122
7 H -1.1153 -0.0617 -1.1217  C1 1.126
8 H 2.1156 0.5633 1.4111  S4 1.251

Spin multiplicity: 1
LUMO, hartree: -0.028
Net charge: 0

Atom charges from the Löwdin analysis, given in e for atoms 1 to 2: -0.1480 -0.4312

***

x:
A 2-piece molecular cluster, C2H4OS overall. Source: the OMol25 dataset; level of theory: ωB97M-V with the def2-TZVPD basis set.

Last columns: bonded neighbours and bond lengths (Å).
Atoms and positions in Å:
1 C -1.8719 -0.0557 -1.0351  H3 1.260, H5 1.186, O7 1.560
2 C 0.0222 -0.3519 0.2361  H6 1.003, O7 1.316, S8 1.643
3 H -2.5742 -1.0447 -0.6926  C1 1.260
4 H -0.6273 -0.1950 -2.0184  no bonds
5 H -2.6179 0.7605 -1.4643  C1 1.186
6 H 0.0824 -1.2479 -0.2102  C2 1.003
7 O -1.0819 0.3649 0.2424  C1 1.560, C2 1.316
8 S 1.5932 0.0784 0.4525  C2 1.643

Spin multiplicity: 1
LUMO, hartree: -0.002
Net charge: 0

Atom charges from the Löwdin analysis, given in e for atoms 1 to 2: -0.0296 -0.8399

***

Most stable: w

***

w:
The molecule C2H4OS. Source: the OMol25 dataset; level of theory: ωB97M-V with the def2-TZVPD basis set.

Last columns: bonded neighbours and bond lengths (Å).
Atoms and positions in Å:
1 O -1.0392 0.2123 1.1042  C2 1.399, H5 1.121
2 C -0.3702 -0.6302 0.2102  O1 1.399, C3 1.576, H6 1.295, H7 1.155
3 C 0.4549 0.2637 -0.7922  C2 1.576, S4 1.706, H8 1.145
4 S 0.8789 1.8418 -0.3016  C3 1.706
5 H -0.3407 1.0713 0.9310  O1 1.121
6 H 0.5464 -1.1492 0.9629  C2 1.295
7 H -1.0133 -1.3887 -0.3771  C2 1.155
8 H 0.8832 -0.2211 -1.7373  C3 1.145

Spin multiplicity: 1
LUMO, hartree: -0.039
Net charge: 0
SMILES string: OCC=S

Atom charges from the Löwdin analysis, given in e for atoms 1 to 2: -0.2152 -0.3802

***

x:
The molecule C2H4OS. Source: the OMol25 dataset; level of theory: ωB97M-V with the def2-TZVPD basis set.

Last columns: bonded neighbours and bond lengths (Å).
Atoms and positions in Å:
1 C -0.6542 0.0310 -0.1576  C2 1.364, S4 2.236, H5 1.078, H6 1.081
2 C -0.2078 0.2059 1.1194  C1 1.364, H7 1.077, H8 1.077
3 O 1.8496 0.1441 -1.7401  S4 1.472
4 S 0.9989 -0.9671 -1.2852  C1 2.236, O3 1.472
5 H -1.3358 -0.7796 -0.3596  C1 1.078
6 H -0.7081 0.8783 -0.8259  C1 1.081
7 H 0.3487 1.0806 1.4130  C2 1.077
8 H -0.2914 -0.5933 1.8360  C2 1.077

Spin multiplicity: 1
LUMO (spin up / spin down), hartree: -0.039 / -0.036
Net charge: 0

Atom charges from the Löwdin analysis, given in e for atoms 1 to 2: -0.3530 -0.0606

***

y:
The molecule C2H4OS. Source: the OMol25 dataset; level of theory: ωB97M-V with the def2-TZVPD basis set.

Last columns: bonded neighbours and bond lengths (Å).
Atoms and positions in Å:
1 C -0.3761 0.4043 -0.8732  O2 1.370, H5 1.156, H6 1.148, H7 1.068
2 O 0.1217 0.5274 0.3974  C1 1.370, C3 1.153
3 C 0.3497 -0.4684 0.9320  O2 1.153, S4 1.747, H8 1.080
4 S 1.2237 -0.3316 2.4380  C3 1.747
5 H -1.5122 0.5937 -0.7695  C1 1.156
6 H -0.0770 -0.5735 -1.3955  C1 1.148
7 H -0.0677 1.3341 -1.2990  C1 1.068
8 H 0.3380 -1.4859 0.5698  C3 1.080

Spin multiplicity: 1
LUMO, hartree: 0.020
Net charge: 0
SMILES string: COC=S

Atom charges from the Löwdin analysis, given in e for atoms 1 to 2: -0.0536 -0.1244

***

Most stable: w

***

w:
An isolated ion of composition C5H10N3 and charge +1. Source: the OMol25 dataset; level of theory: ωB97M-V with the def2-TZVPD basis set.

Last columns: bonded neighbours and bond lengths (Å).
Atoms and positions in Å:
1 C -0.9404 0.3129 1.5664  C3 1.560, N6 1.268, H9 1.166
2 C -0.0105 -1.0743 -0.8094  N7 1.299, H10 0.990
3 C -1.6517 0.3075 0.1780  C1 1.560, N7 1.427, H11 1.028, H12 1.025
4 C -0.4905 1.0021 -1.8451  N7 1.411, H13 1.125, H14 1.082, H15 1.062
5 C 2.2823 -1.2153 1.8697  N8 1.394, H16 1.137, H17 1.109, H18 1.157
6 N 0.1733 -0.2251 1.8473  C1 1.268, N8 1.220
7 N -0.6814 0.0378 -0.8332  C2 1.299, C3 1.427, C4 1.411
8 N 0.9158 -1.1607 1.5986  C5 1.394, N6 1.220
9 H -1.4885 0.8022 2.4714  C1 1.166
10 H 0.7180 -1.2883 -1.4444  C2 0.990
11 H -2.2822 -0.5031 0.1418  C3 1.028
12 H -2.1090 1.2143 0.0364  C3 1.025
13 H 0.3188 0.7715 -2.5916  C4 1.125
14 H -1.3446 1.2330 -2.4682  C4 1.082
15 H -0.2105 1.7700 -1.1664  C4 1.062
16 H 2.8252 -0.2181 1.9289  C5 1.137
17 H 2.8712 -2.0957 1.5412  C5 1.109
18 H 2.4233 -1.3913 3.0048  C5 1.157

Spin multiplicity: 3
LUMO (spin up / spin down), hartree: -0.179 / -0.238
Net charge: +1

Atom charges from the Löwdin analysis, given in e for atoms 1 to 2: -0.0588 0.3540

***

x:
An isolated ion of composition C5H10N3 and charge +1. Source: the OMol25 dataset; level of theory: ωB97M-V with the def2-TZVPD basis set.

Last columns: bonded neighbours and bond lengths (Å).
Atoms and positions in Å:
1 C 1.6883 0.6384 0.4839  C2 1.607, C3 1.488, H9 1.008, H10 1.018
2 C 0.5883 1.3386 -0.4558  C1 1.607, N6 1.420, H11 1.138, H12 1.158
3 C 1.8412 -0.7499 -0.0299  C1 1.488, N7 1.313, H13 1.048
4 C -1.3445 -0.0767 0.0772  C5 1.397, N6 1.359, N8 1.353
5 C -0.6202 -1.2563 -0.1116  C4 1.397, N7 1.415, H14 1.148
6 N -0.7815 1.1415 -0.1356  C2 1.420, C4 1.359, H15 1.008
7 N 0.7726 -1.5069 -0.1218  C3 1.313, C5 1.415, H16 1.017
8 N -2.6931 -0.1082 0.1785  C4 1.353, H17 0.974, H18 1.040
9 H 2.5915 1.0853 0.4600  C1 1.008
10 H 1.4651 0.7577 1.4702  C1 1.018
11 H 0.9660 2.4021 -0.3073  C2 1.138
12 H 0.5951 0.8778 -1.5176  C2 1.158
13 H 2.6713 -1.2856 -0.3802  C3 1.048
14 H -1.2381 -2.2235 -0.1194  C5 1.148
15 H -1.2256 1.7066 0.5717  N6 1.008
16 H 1.0381 -2.4610 -0.3512  N7 1.017
17 H -3.0725 -0.8753 0.6442  N8 0.974
18 H -3.2421 0.5955 -0.3554  N8 1.040

Spin multiplicity: 3
LUMO (spin up / spin down), hartree: -0.104 / -0.238
Net charge: +1

Atom charges from the Löwdin analysis, given in e for atoms 1 to 2: -0.1095 -0.1360

***

Most stable: x

***

w:
The molecule C6H8O4. Source: the OMol25 dataset; level of theory: ωB97M-V with the def2-TZVPD basis set.

Last columns: bonded neighbours and bond lengths (Å).
Atoms and positions in Å:
1 C -0.7766 -0.5043 -0.1333  C2 1.482, C3 1.464, C5 1.437
2 C -1.0533 -1.2620 1.1097  C1 1.482, H13 1.089, H14 1.091, H15 1.098
3 C -0.1031 -1.0915 -1.2925  C1 1.464, H16 1.097, H17 1.114, H18 1.089
4 C 1.2930 0.8559 0.6215  C6 1.771, O7 1.337, O8 1.199
5 C -1.1946 0.8703 -0.1760  C1 1.437, C6 1.677, O9 1.199
6 C 0.1956 1.7757 -0.4211  C4 1.771, C5 1.677, O10 1.252, H12 1.107
7 O 2.3602 0.4703 -0.0855  C4 1.337, H11 0.973
8 O 1.2078 0.8006 1.8165  C4 1.199
9 O -2.2559 1.3849 0.0400  C5 1.199
10 O 0.5393 1.8646 -1.6218  C6 1.252
11 H 3.0533 0.1658 0.5248  O7 0.973
12 H 0.1237 2.6550 0.2471  C6 1.107
13 H -0.3248 -2.0527 1.2839  C2 1.089
14 H -1.1046 -0.6101 1.9824  C2 1.091
15 H -2.0582 -1.6931 1.0151  C2 1.098
16 H -0.8458 -1.3465 -2.0585  C3 1.097
17 H 0.4794 -0.2978 -1.8133  C3 1.114
18 H 0.4647 -1.9850 -1.0390  C3 1.089

Spin multiplicity: 1
LUMO (spin up / spin down), hartree: -0.046 / -0.075
Net charge: 0

Atom charges from the Löwdin analysis, given in e for atoms 1 to 2: -0.2099 -0.0128

***

x:
The molecule C6H8O4. Source: the OMol25 dataset; level of theory: ωB97M-V with the def2-TZVPD basis set.

Last columns: bonded neighbours and bond lengths (Å).
Atoms and positions in Å:
1 C 1.4366 0.3446 -1.6020  C2 1.510, H11 1.093, H12 1.092, H13 1.093
2 C 0.8252 -0.4389 -0.4654  C1 1.510, O3 1.229, C4 1.547
3 O 1.5006 -1.1823 0.2436  C2 1.229
4 C -0.7216 -0.4490 -0.4270  C2 1.547, C5 1.526, C6 1.483, H14 1.097
5 C -1.2526 -1.7045 0.2601  C4 1.526, H15 1.094, H16 1.094, H17 1.094
6 C -1.1428 0.7628 0.3179  C4 1.483, O7 1.205, C8 1.656
7 O -2.0786 1.5037 0.1505  C6 1.205
8 C -0.0449 1.0742 1.5177  C6 1.656, O9 1.210, O10 1.344
9 O -0.2199 0.7248 2.6632  C8 1.210
10 O 0.8583 2.0004 1.1533  C8 1.344, H18 0.980
11 H 1.0011 1.3450 -1.6574  C1 1.093
12 H 2.5147 0.4301 -1.4503  C1 1.092
13 H 1.2426 -0.1801 -2.5410  C1 1.093
14 H -1.1114 -0.3888 -1.4502  C4 1.097
15 H -2.3466 -1.7208 0.2507  C5 1.094
16 H -0.9294 -1.7587 1.3041  C5 1.094
17 H -0.8638 -2.5924 -0.2475  C5 1.094
18 H 1.3326 2.2300 1.9798  O10 0.980

Spin multiplicity: 1
LUMO, hartree: 0.010
Net charge: 0
SMILES string: CC(=O)[C@@H](C)C(=O)C(=O)O

Atom charges from the Löwdin analysis, given in e for atoms 1 to 2: -0.0010 -0.4094

***

Most stable: x